A single C6H9N molecule in a non-equilibrium geometry, computed with ωB97M-V with the def2-TZVPD basis set.

XYZ file:
```
16
Properties=species:S:1:pos:R:3:lowdin_charge:R:1
C -0.231 -0.086 0.835 -0.25
C -0.438 0.004 2.118 0.06
C -1.451 0.792 -1.182 -0.22
C -0.811 -0.340 -0.496 -0.21
C 0.701 -0.174 -0.315 -0.21
C 1.848 -1.158 -0.141 -0.05
N -0.875 1.922 -1.211 0.07
H 0.331 0.242 2.761 0.03
H -1.436 -0.138 2.643 0.09
H -2.503 0.739 -1.611 0.13
H -1.430 -1.290 -0.549 0.16
H 0.972 0.847 -0.814 0.16
H 1.642 -2.225 -0.111 0.09
H 2.385 -0.891 0.704 0.05
H 2.575 -0.970 -0.855 0.04
H -1.276 2.726 -1.776 0.08
```

Results
Relative energy (zero: lowest compared OMol25 entry of this formula, charge and spin): 3.472 eV
Kohn-Sham gap: 10.37 eV
E_tot: -288.654432 a.u.
Largest force on an atom: 2.8 eV/Å

***

A molecular structure, C3H10N4S in a non-equilibrium geometry, computed with ωB97M-V with the def2-TZVPD basis set.

XYZ file:
```
18
Properties=species:S:1:pos:R:3:lowdin_charge:R:1
C -1.843 1.213 0.002 -0.21
C -0.277 -0.798 -0.347 -0.41
C 0.540 1.940 0.130 -0.01
N -0.571 1.057 -0.027 -0.03
N -2.671 0.220 -0.083 -0.22
N 0.736 -1.382 0.382 -0.06
N 2.083 -1.680 -0.054 0.26
S -1.994 -1.371 -0.154 1.09
H -2.346 2.284 0.172 0.24
H 0.168 -0.819 -1.422 0.15
H 1.452 1.386 0.056 0.08
H 0.574 2.760 -0.551 0.11
H 0.391 2.215 1.118 0.09
H -3.606 0.141 0.255 0.12
H 0.321 -1.781 1.203 0.15
H 2.767 -1.319 0.512 0.14
H 2.072 -1.285 -1.082 0.24
H 2.206 -2.780 -0.111 0.26
```

Results
Relative energy (zero: lowest compared OMol25 entry of this formula, charge and spin): 1.060 eV
Kohn-Sham gap: 9.29 eV
E_tot: -736.739030 a.u.
Charge: +2
Largest force on an atom: 7.1 eV/Å

***

11 unconnected molecules or ions with the total composition C39H99NO11 in a non-equilibrium geometry, computed with ωB97M-V with the def2-TZVPD basis set.

XYZ file:
```
150
Properties=species:S:1:pos:R:3:lowdin_charge:R:1
C -1.354 -2.626 -27.428 -0.04
C -0.646 -1.486 -26.646 -0.43
C -1.462 -0.182 -26.685 -0.02
O -0.476 -1.906 -25.328 -0.09
H -0.741 -3.526 -27.476 0.08
H -1.594 -2.247 -28.421 0.08
H -2.286 -2.989 -26.992 0.06
H 0.384 -1.346 -26.973 0.14
H -2.118 -0.166 -27.555 0.08
H -0.807 0.688 -26.654 0.07
H -2.039 -0.051 -25.769 0.05
H -1.276 -2.266 -24.937 0.07
C -2.661 -0.496 -23.101 -0.04
C -1.850 0.835 -23.035 -0.44
C -2.733 2.051 -23.450 -0.04
O -1.552 1.078 -21.668 -0.07
H -2.053 -1.351 -22.805 0.06
H -3.264 -0.555 -24.008 0.07
H -3.409 -0.427 -22.311 0.08
H -0.947 0.730 -23.637 0.12
H -2.281 2.999 -23.160 0.06
H -3.660 2.050 -22.876 0.08
H -2.828 1.991 -24.534 0.07
H -1.048 0.334 -21.330 0.04
C -4.649 5.998 -25.771 -0.05
C -4.666 4.530 -25.401 -0.49
C -6.063 4.010 -24.957 -0.03
O -4.330 3.814 -26.549 -0.07
H -3.706 6.127 -26.302 0.07
H -4.657 6.592 -24.857 0.08
H -5.456 6.354 -26.411 0.09
H -3.934 4.371 -24.609 0.11
H -6.443 4.859 -24.388 0.08
H -6.135 3.067 -24.414 0.06
H -6.739 3.928 -25.808 0.08
H -5.076 3.836 -27.152 0.10
C -0.932 2.819 -18.991 -0.05
C -2.365 2.568 -18.502 -0.52
C -2.774 3.544 -17.380 -0.05
O -3.225 2.774 -19.534 -0.04
H -0.840 3.144 -20.027 0.06
H -0.445 1.845 -19.036 0.05
H -0.301 3.463 -18.379 0.08
H -2.515 1.547 -18.153 0.13
H -2.155 3.483 -16.484 0.07
H -3.753 3.253 -16.998 0.07
H -2.729 4.567 -17.753 0.08
H -2.838 2.505 -20.370 0.06
C 2.969 -2.173 -24.731 -0.04
C 2.148 -2.676 -23.602 -0.54
C 3.035 -2.853 -22.398 -0.04
O 1.124 -1.829 -23.264 -0.06
H 3.712 -2.929 -24.986 0.09
H 3.494 -1.239 -24.530 0.08
H 2.330 -1.902 -25.571 0.07
H 1.593 -3.591 -23.810 0.14
H 3.529 -1.981 -21.971 0.08
H 3.904 -3.451 -22.670 0.08
H 2.504 -3.458 -21.663 0.08
H 0.508 -1.922 -23.994 0.03
C -1.661 -5.380 -24.924 -0.07
C -2.582 -4.778 -23.973 -0.53
C -1.836 -4.494 -22.656 -0.03
O -3.117 -3.593 -24.471 -0.04
H -1.273 -6.370 -24.685 0.10
H -0.852 -4.666 -25.080 0.07
H -2.188 -5.503 -25.870 0.09
H -3.410 -5.476 -23.849 0.14
H -2.436 -3.887 -21.979 0.08
H -0.890 -3.995 -22.867 0.07
H -1.696 -5.416 -22.092 0.09
H -3.752 -3.807 -25.159 0.10
C -1.619 8.058 -20.644 -0.06
C -1.294 6.797 -21.435 -0.50
C -2.325 6.580 -22.542 -0.06
O 0.001 6.847 -21.966 -0.03
H -1.341 9.006 -21.105 0.08
H -1.129 8.016 -19.672 0.07
H -2.668 8.140 -20.362 0.07
H -1.383 5.929 -20.782 0.13
H -2.341 7.343 -23.319 0.08
H -3.351 6.640 -22.181 0.07
H -2.263 5.593 -23.000 0.05
H 0.504 6.109 -21.614 0.06
C 0.502 -0.796 -18.213 -0.04
C 0.726 -1.493 -19.591 -0.45
C 0.120 -2.878 -19.624 -0.06
O 0.154 -0.830 -20.704 -0.06
H 0.685 -1.429 -17.345 0.08
H -0.530 -0.504 -18.021 0.07
H 1.167 0.060 -18.098 0.07
H 1.812 -1.588 -19.579 0.13
H -0.954 -2.779 -19.466 0.09
H 0.521 -3.627 -18.941 0.08
H 0.234 -3.394 -20.577 0.05
H 0.596 -1.122 -21.505 0.05
C -7.141 -0.044 -24.171 -0.04
C -8.242 -0.585 -23.268 -0.51
C -7.958 -0.268 -21.747 -0.04
O -9.493 -0.082 -23.574 -0.04
H -7.131 1.031 -23.988 0.06
H -7.488 -0.092 -25.204 0.08
H -6.158 -0.513 -24.196 0.08
H -8.328 -1.668 -23.354 0.13
H -7.033 -0.783 -21.487 0.07
H -8.838 -0.488 -21.142 0.07
H -7.658 0.777 -21.666 0.07
H -10.183 -0.689 -23.296 0.10
C 0.178 4.938 -28.713 -0.06
C -0.657 4.245 -27.682 -0.53
C -0.661 4.958 -26.280 -0.02
O -1.900 4.200 -28.220 -0.04
H -0.195 5.895 -29.079 0.09
H 0.355 4.258 -29.546 0.08
H 1.171 5.158 -28.322 0.07
H -0.331 3.220 -27.501 0.12
H -1.175 4.275 -25.604 0.06
H -1.208 5.898 -26.216 0.07
H 0.369 5.133 -25.969 0.06
H -2.640 4.252 -27.612 0.05
C 2.597 3.732 -20.219 -0.03
C 3.812 3.572 -21.180 -0.44
C 4.110 1.999 -21.351 -0.12
C 3.066 1.223 -22.228 -0.14
C 3.144 1.918 -23.661 -0.13
C 2.761 3.411 -23.571 -0.45
N 3.627 4.116 -22.559 -0.12
O 3.617 5.524 -22.622 -0.01
C 3.173 3.932 -24.979 -0.05
C 1.250 3.573 -23.281 -0.01
C 5.147 4.112 -20.636 -0.05
H 1.992 4.638 -20.202 0.07
H 2.985 3.839 -19.206 0.07
H 1.901 2.895 -20.169 0.06
H 5.148 1.877 -21.657 0.10
H 4.137 1.539 -20.363 0.11
H 2.040 1.066 -21.895 0.10
H 3.446 0.213 -22.379 0.07
H 2.500 1.300 -24.287 0.11
H 4.188 1.833 -23.963 0.12
H 4.250 4.043 -25.108 0.08
H 2.939 3.304 -25.839 0.08
H 2.805 4.940 -25.172 0.07
H 0.597 2.904 -23.841 0.07
H 1.023 3.171 -22.294 0.06
H 0.825 4.576 -23.296 0.07
H 5.997 3.843 -21.262 0.08
H 5.255 3.753 -19.612 0.08
H 5.203 5.199 -20.690 0.07
H 4.457 5.723 -23.042 0.10
```

Results
Relative energy (zero: lowest compared OMol25 entry of this formula, charge and spin): 2.589 eV
Kohn-Sham gap: 8.33 eV
E_tot: -2427.560884 a.u.
Largest force on an atom: 3.0 eV/Å

***

A molecular structure, C3H9AgF2N2O10P in a non-equilibrium geometry, computed with ωB97M-V with the def2-TZVPD basis set.

XYZ file:
```
28
Properties=species:S:1:pos:R:3:lowdin_charge:R:1
Ag 2.347 -0.340 -1.891 0.83
F 0.348 -1.449 -4.984 -0.92
F 5.400 -1.868 -4.283 -0.91
N 6.047 0.788 1.792 -0.75
O 6.172 1.830 2.388 -0.10
O 7.007 0.296 1.272 -0.04
O 4.916 0.338 1.633 -0.10
N 3.223 -5.740 -1.929 -0.72
O 2.971 -5.940 -3.147 -0.12
O 4.310 -6.067 -1.551 -0.07
O 2.383 -5.225 -1.229 -0.09
C -1.759 3.128 -0.031 -0.10
O -2.954 2.476 0.299 -0.22
P -2.878 0.969 0.693 0.42
O -1.928 0.102 0.000 -0.20
O -2.643 1.145 2.320 -0.23
C -1.309 1.221 2.838 -0.12
O -4.467 0.578 0.649 -0.22
C -4.923 0.095 -0.600 -0.13
H -1.852 4.205 0.107 0.09
H -1.546 2.919 -1.079 0.10
H -1.002 2.770 0.667 0.07
H -0.982 2.260 2.787 0.08
H -0.509 0.657 2.359 0.09
H -1.338 0.858 3.865 0.09
H -4.808 -0.976 -0.765 0.09
H -4.285 0.557 -1.353 0.08
H -5.941 0.410 -0.827 0.08
```

Results
Relative energy (zero: lowest compared OMol25 entry of this formula, charge and spin): 0.702 eV
Kohn-Sham gap: 3.86 eV
E_tot: -1669.268931 a.u.
Charge: -3
Largest force on an atom: 4.3 eV/Å

***

A single C5H6O2 molecule, computed with ωB97M-V with the def2-TZVPD basis set.

XYZ file:
```
13
Properties=species:S:1:pos:R:3:lowdin_charge:R:1
C -0.931 1.294 -1.247 -0.02
C -0.250 0.222 -0.461 -0.32
O -1.128 -0.786 -0.009 0.03
C -0.959 -1.251 1.254 -0.31
O -0.207 -0.837 2.091 0.08
C 1.023 0.056 -0.216 -0.03
C 2.142 -0.256 0.374 0.04
H -0.225 2.091 -1.485 0.09
H -1.774 1.718 -0.692 0.09
H -1.318 0.888 -2.189 0.09
H 2.215 -0.012 1.430 0.07
H -1.646 -2.095 1.403 0.15
H 2.950 -0.800 -0.103 0.06
```

Results
Relative energy (zero: lowest compared OMol25 entry of this formula, charge and spin): 1.980 eV
Kohn-Sham gap: 10.12 eV
E_tot: -344.529138 a.u.
Largest force on an atom: 0.6 eV/Å